# 1
This record from the OMol25 dataset describes a 10-piece molecular cluster, C4H25NO11S overall in a non-equilibrium geometry. The level of theory is ωB97M-V/def2-TZVPD.

Atoms and positions in Å:
C -0.23 -2.59 0.35
N -0.25 -1.08 0.35
C 0.16 -0.51 -0.95
C 1.53 0.16 -0.87
S 2.78 -0.92 -0.19
C -0.86 0.50 -1.46
O -0.69 1.65 -0.97
O -1.75 0.14 -2.27
H -0.58 -2.87 -0.65
H 0.70 -3.03 0.72
H -0.99 -2.91 1.05
H 0.49 -0.90 1.02
H 0.17 -1.30 -1.75
H 1.50 1.08 -0.28
H 1.74 0.58 -1.89
H -2.42 0.40 2.56
H -1.75 -0.62 1.63
O -1.82 -0.35 2.56
H -3.21 2.46 -2.49
H -1.74 2.60 -2.18
O -2.51 3.11 -2.51
H -1.02 -0.24 4.16
H 0.22 0.61 4.47
O -0.55 0.18 4.90
H 4.24 -0.57 2.79
H 3.86 0.47 1.77
O 4.05 0.36 2.71
H 2.72 -1.06 -3.06
H 2.47 -2.64 -2.93
O 2.92 -1.93 -3.39
H -0.53 -0.92 -4.39
H -1.23 0.40 -4.06
O -0.60 -0.02 -4.69
H 0.92 2.24 2.89
H 2.05 1.04 3.20
O 1.26 1.52 3.43
H -2.77 -1.47 -0.03
H -3.08 -1.12 -1.45
O -3.50 -1.49 -0.66
H -0.66 3.65 0.50
H -0.47 2.26 0.77
O -0.56 3.09 1.28

## Properties
⟨S²⟩: 0.75
Charge: -1
Spin multiplicity: 2
Gap between HOMO and LUMO (alpha / beta), eV: 8.86 / 6.14

These are the Mulliken partial charges, in e, on atoms 1 to 2: atom 1 (C): -0.92, atom 2 (N): 0.02


# 2
This record from the OMol25 dataset describes a 9-piece molecular cluster, C4H25NO9S overall in a non-equilibrium geometry. The level of theory is ωB97M-V/def2-TZVPD.

Atoms and positions in Å:
C 2.66 -2.44 0.92
C 2.87 -1.24 0.00
C 2.40 0.02 0.70
S 2.04 1.57 -0.22
N 2.20 -1.49 -1.28
C 2.92 -1.50 -2.44
O 4.12 -1.69 -2.49
H 3.13 -3.34 0.55
H 1.60 -2.59 1.08
H 3.11 -2.17 1.88
H 3.92 -1.12 -0.25
H 1.44 -0.11 1.21
H 3.08 0.14 1.55
H 0.95 1.80 0.53
H 1.24 -1.17 -1.37
H 2.30 -1.36 -3.33
O -2.84 3.52 -1.39
H -2.18 3.45 -2.09
H -2.78 4.45 -1.17
O -2.59 1.76 3.93
H -3.47 1.96 3.58
H -2.17 2.60 3.70
O -1.23 0.14 -1.96
H -1.07 -0.25 -2.82
H -0.95 1.06 -2.01
O -0.82 -2.29 1.32
H -0.11 -2.69 1.85
H -0.70 -2.88 0.56
O -1.64 4.18 2.14
H -2.19 4.14 1.34
H -0.85 3.67 1.91
O 0.64 0.25 -4.07
H 0.61 0.20 -5.03
H 1.47 0.59 -3.73
O -3.11 -3.99 1.66
H -2.57 -3.83 0.88
H -3.98 -3.66 1.41
O -2.12 1.51 1.09
H -2.89 1.51 1.65
H -2.46 1.28 0.21

## Properties
SMILES: C[C@H](CS)NC=O.O.O.O.O.O.O.O.O
Gap between HOMO and LUMO, eV: 9.33

These are the Mulliken partial charges, in e, on atoms 1 to 2: atom 1 (C): -0.95, atom 2 (C): 0.20


# 3
This record from the OMol25 dataset describes a 9-piece molecular cluster, C4H25O12S overall in a non-equilibrium geometry. The level of theory is ωB97M-V/def2-TZVPD.

Atoms and positions in Å:
C -1.72 0.87 -2.20
C -0.76 -0.03 -1.42
O -1.30 -0.33 -0.13
C -0.31 -0.94 0.71
C 0.43 0.08 1.57
S 2.16 0.21 1.22
O 2.34 0.45 -0.21
O 2.61 1.38 1.98
O 2.77 -0.99 1.69
H -2.59 1.16 -1.62
H -2.06 0.40 -3.12
H -1.21 1.78 -2.47
H -0.54 -0.94 -1.97
H 0.18 0.50 -1.29
H 0.36 -1.59 0.16
H -0.88 -1.58 1.38
H -0.07 1.04 1.53
H 0.35 -0.23 2.60
O 2.64 3.46 -0.48
H 2.70 2.54 -0.19
H 3.55 3.76 -0.43
O 5.61 3.14 0.38
H 6.34 3.11 1.01
H 5.02 2.43 0.67
O -1.05 -1.59 4.06
H -0.85 -2.36 4.61
H -1.97 -1.39 4.25
O -4.08 -1.06 -0.37
H -3.83 -1.97 -0.19
H -3.24 -0.58 -0.30
O -4.51 0.17 -3.67
H -5.41 0.12 -4.00
H -4.34 -0.70 -3.29
O -3.88 -0.61 3.46
H -3.89 -1.13 2.65
H -4.63 -0.03 3.38
O 1.00 -3.74 -0.71
H 1.17 -4.66 -0.48
H 1.85 -3.30 -0.60
O 4.24 0.81 -2.95
H 4.28 1.77 -2.86
H 3.52 0.56 -2.35

## Properties
Charge: -1
Gap between HOMO and LUMO, eV: 7.92

These are the Mulliken partial charges, in e, on atoms 1 to 2: atom 1 (C): -1.36, atom 2 (C): 0.19